No. 1
DFT (wB97M-V/def2-TZVPD) results for a cluster of 3 separate species, C3H13NO2S2 in total.

- E: -1123.6068 Eh
- Strongest force on any atom: 7.692 eV Å⁻¹
- Frontier orbital gap: 8.95 eV
- SMILES: CNCCSS.O.O
- HOMO level: -8.4 eV
- Molecular weight: 159.3 g/mol
- Relative energy (zero: lowest compared OMol25 entry of this formula, charge and spin): 67.5 kcal/mol

```
! RIJCOSX wB97M-V def2-TZVPD def2/J DEFGRID3
* xyz 0 1
C 1.945 -0.507 0.053
N 0.518 -0.429 -0.342
C 0.139 0.823 -1.008
C -0.133 2.007 0.082
S -1.461 3.060 -0.492
S -1.158 4.064 -2.102
H 2.560 -1.241 -0.504
H 2.110 -0.307 1.060
H 2.571 0.347 -0.113
H -0.014 -0.710 0.487
H 1.070 1.108 -1.506
H -0.707 0.610 -1.798
H 0.839 2.485 0.496
H -0.695 1.646 1.032
H -1.652 3.149 -3.022
O -2.646 -2.491 0.231
H -3.399 -2.430 -0.344
H -2.932 -1.861 0.917
O 0.864 -2.982 2.630
H 1.702 -2.892 2.220
H 0.477 -3.451 2.020
*
```

---

No. 2
DFT (wB97M-V/def2-TZVPD) results for a structure of composition C4H16FNO8V.

- E: -1862.4213 Eh
- Strongest force on any atom: 2.620 eV Å⁻¹
- Frontier orbital gap (alpha / beta): 8.41 / 8.83 eV
- HOMO level (alpha / beta): -8.7 / -8.7 eV
- Molecular weight: 276.1 g/mol
- Relative energy (zero: lowest compared OMol25 entry of this formula, charge and spin): 16.2 kcal/mol

```
! RIJCOSX wB97M-V def2-TZVPD def2/J DEFGRID3
* xyz 0 2
O 21.476 26.704 26.287
V 22.362 25.898 25.297
N 24.982 26.844 27.432
O 24.282 26.375 26.471
O 24.434 27.369 28.405
O 26.207 26.785 27.348
F 20.961 25.340 23.981
C 23.927 23.348 23.659
O 23.969 24.694 24.181
H 22.999 22.927 24.042
H 23.946 23.383 22.574
H 24.717 22.727 24.083
H 24.877 25.008 24.096
C 23.474 27.304 22.702
O 23.022 27.539 24.052
H 23.019 26.385 22.342
H 23.272 28.088 21.975
H 24.558 27.179 22.761
H 23.001 28.493 24.169
C 23.075 23.076 27.023
O 22.320 24.238 26.710
H 22.713 22.184 26.500
H 24.090 23.146 26.632
H 23.115 22.890 28.092
H 21.630 24.324 27.375
C 20.188 29.476 27.900
O 20.052 29.642 26.470
H 20.721 30.341 28.294
H 19.169 29.417 28.279
H 20.755 28.572 28.115
H 20.415 30.499 26.243
*
```

---

No. 3
DFT (wB97M-V/def2-TZVPD) results for a cluster of 2 separate species, C18H39BrCl2N4O2P in total.

- E: -4914.2891 Eh
- Strongest force on any atom: 0.760 eV Å⁻¹
- Frontier orbital gap: 6.29 eV
- HOMO level: -9.9 eV
- Molecular weight: 525.3 g/mol
- Relative energy (zero: lowest compared OMol25 entry of this formula, charge and spin): 0.0 kcal/mol

```
! RIJCOSX wB97M-V def2-TZVPD def2/J DEFGRID3
* xyz 1 1
C -1.101 -0.024 -1.227
C -2.486 0.649 -1.133
C -2.797 1.040 0.319
C -2.724 1.782 -2.172
C -2.001 1.516 -3.494
C -2.435 3.207 -1.705
O -1.039 3.574 -1.832
C -0.266 3.279 -0.755
N -0.273 4.288 0.372
C 0.880 4.073 1.017
N 1.225 4.702 2.148
N 1.715 3.217 0.372
C 2.080 1.879 0.907
Cl 1.700 1.715 2.634
C 3.552 1.520 0.711
C 4.519 2.501 1.372
Cl 3.871 1.329 -1.043
C 1.220 3.230 -1.053
P 1.689 4.847 -1.955
O 2.169 4.234 -3.388
Br 3.682 5.202 -1.083
H -0.302 0.690 -1.437
H -1.103 -0.809 -1.979
H -0.887 -0.492 -0.264
H -3.210 -0.128 -1.383
H -3.152 0.165 0.864
H -3.583 1.792 0.399
H -1.918 1.399 0.863
H -3.790 1.766 -2.417
H -0.918 1.559 -3.387
H -2.251 0.526 -3.875
H -2.286 2.254 -4.245
H -2.754 3.393 -0.678
H -2.966 3.911 -2.343
H -0.546 2.334 -0.277
H -0.518 5.257 0.191
H 0.627 4.690 2.958
H 2.142 5.115 2.219
H 1.444 1.153 0.402
H 3.668 0.524 1.130
H 5.056 2.009 2.180
H 3.995 3.367 1.773
H 5.262 2.842 0.656
H 1.506 2.353 -1.625
H 1.442 3.871 -3.913
C -1.605 -6.912 0.430
C -0.889 -5.611 0.103
N -1.108 -4.575 1.101
C -0.683 -3.260 0.670
C 0.812 -3.027 0.413
C -0.776 -4.937 2.472
C 0.658 -5.393 2.765
H -2.668 -6.735 0.598
H -1.499 -7.609 -0.402
H -1.192 -7.398 1.315
H -1.274 -5.224 -0.845
H 0.178 -5.826 -0.064
H -1.035 -2.531 1.409
H -1.227 -3.036 -0.254
H 1.377 -2.960 1.343
H 0.952 -2.084 -0.123
H 1.253 -3.814 -0.198
H -1.458 -5.731 2.781
H -1.026 -4.080 3.104
H 1.015 -6.105 2.020
H 0.693 -5.891 3.735
H 1.362 -4.562 2.802
*
```

---

No. 4
DFT (wB97M-V/def2-TZVPD) results for a structure of composition C7H14N2O3S.

- E: -1008.3741 Eh
- Strongest force on any atom: 4.806 eV Å⁻¹
- Frontier orbital gap: 9.16 eV
- HOMO level: -8.9 eV
- Molecular weight: 206.3 g/mol
- Relative energy (zero: lowest compared OMol25 entry of this formula, charge and spin): 125.3 kcal/mol

```
! RIJCOSX wB97M-V def2-TZVPD def2/J DEFGRID3
* xyz 0 1
C 2.401 -2.204 0.407
C 1.799 -0.755 -0.060
C 0.081 0.861 -0.414
C 0.921 2.068 0.142
C -1.372 0.908 -0.230
C -2.006 -0.431 -0.948
C -3.508 -0.876 1.346
H 4.183 -2.645 -0.674
H 4.360 -1.081 0.404
H 2.078 -2.540 1.359
H 2.050 -2.904 -0.458
H 0.262 -0.754 1.439
H 0.637 0.891 -1.398
H -2.040 1.941 -0.087
H -1.465 0.688 0.933
H -1.360 -1.302 -0.767
H -1.967 -0.307 -1.963
H -4.578 -0.412 1.745
H -2.596 -0.089 1.963
H -3.229 -1.969 1.442
H 2.380 1.526 -0.898
N 3.854 -2.163 0.336
N 0.563 -0.375 0.416
O 2.453 -0.084 -0.851
O 0.327 2.786 0.953
O 2.216 2.354 -0.226
S -3.719 -0.697 -0.548
*
```

---

No. 5
DFT (wB97M-V/def2-TZVPD) results for a structure of composition C6H6CsMgO2.

- E: -602.2221 Eh
- Strongest force on any atom: 5.077 eV Å⁻¹
- Frontier orbital gap (alpha / beta): 5.03 / 6.05 eV
- HOMO level (alpha / beta): -13.1 / -14.4 eV
- Molecular weight: 267.3 g/mol
- Relative energy (zero: lowest compared OMol25 entry of this formula, charge and spin): 17.0 kcal/mol

```
! RIJCOSX wB97M-V def2-TZVPD def2/J DEFGRID3
* xyz 2 2
C -0.949 1.698 1.074
C -1.019 1.158 -0.169
C -1.118 -0.280 -0.502
H -0.887 2.783 1.184
H -1.162 1.090 1.962
H -0.896 1.810 -1.038
H -0.695 -0.466 -1.501
C -2.436 -0.829 -0.470
O -3.423 -0.883 0.140
O 2.090 -0.202 -0.298
C 1.522 -1.340 0.047
C 0.290 -1.269 0.656
Mg 1.334 1.113 1.063
Cs 5.430 0.084 -3.004
H -0.115 -2.193 1.072
H 2.033 -2.273 -0.217
*
```

---

No. 6
DFT (wB97M-V/def2-TZVPD) results for a structure of composition C29H29AlF20N3O9S3.

- E: -5398.3886 Eh
- Strongest force on any atom: 1.437 eV Å⁻¹
- Frontier orbital gap: 6.61 eV
- HOMO level: -5.4 eV
- Molecular weight: 1066.7 g/mol
- Relative energy (zero: lowest compared OMol25 entry of this formula, charge and spin): 0.0 kcal/mol

```
! RIJCOSX wB97M-V def2-TZVPD def2/J DEFGRID3
* xyz -1 1
C 2.119 0.761 3.748
C 1.993 2.253 3.672
N 3.005 2.930 4.072
C 0.733 2.837 3.145
Al 0.391 2.526 1.143
S 0.613 0.304 0.572
C -1.542 3.099 0.796
C -2.442 2.943 2.023
C -2.640 1.465 2.379
S -4.312 0.986 1.827
C -4.097 -0.735 1.571
S -3.386 -1.710 2.653
N -4.558 -1.252 0.346
C -5.813 -1.037 -0.194
C -5.810 -1.759 -1.370
N -4.609 -2.381 -1.569
C -3.879 -2.057 -0.527
C 1.642 3.696 0.079
C 2.637 2.956 -0.842
C 3.872 2.583 -0.058
F 4.486 3.695 0.419
F 3.529 1.841 1.019
C 4.892 1.734 -0.878
F 4.765 2.029 -2.191
F 4.567 0.434 -0.733
C 6.408 1.881 -0.569
F 6.745 3.179 -0.603
F 7.093 1.280 -1.562
C 6.937 1.325 0.794
F 6.227 1.868 1.789
F 8.195 1.792 0.899
C 7.019 -0.239 0.982
F 8.266 -0.530 1.401
F 6.829 -0.893 -0.170
C 6.078 -0.833 2.075
F 6.581 -0.448 3.267
F 4.831 -0.387 1.991
C 6.010 -2.395 2.072
F 7.147 -2.943 1.638
F 5.836 -2.780 3.350
C 4.806 -2.988 1.261
F 4.542 -2.291 0.182
F 3.736 -3.066 2.019
F 5.136 -4.221 0.885
H 2.277 0.325 2.766
H 1.210 0.324 4.163
H 2.958 0.509 4.388
H 2.806 3.925 3.975
H 0.756 3.908 3.359
H -0.099 2.399 3.705
H 0.006 -0.344 1.572
H -1.539 4.152 0.509
H -1.939 2.465 0.001
H -2.052 3.457 2.900
H -3.428 3.383 1.831
H -2.578 1.276 3.446
H -1.916 0.835 1.874
H -6.574 -0.427 0.250
H -6.659 -1.831 -2.027
H -2.864 -2.362 -0.350
H 2.175 4.397 0.719
H 1.008 4.301 -0.572
H 2.926 3.605 -1.666
H 2.174 2.059 -1.246
C -5.956 -4.129 -4.930
C -6.760 -4.219 -6.207
O -7.789 -3.274 -5.982
C -7.296 -2.327 -5.122
O -7.810 -1.280 -4.925
O -6.158 -2.766 -4.550
F -7.314 -5.446 -6.387
H -6.357 -4.786 -4.157
H -4.898 -4.333 -5.065
H -6.212 -3.945 -7.110
C 6.939 -0.128 7.205
C 6.309 1.091 6.570
O 6.854 2.148 7.348
C 8.056 1.733 7.829
O 8.877 2.438 8.310
O 8.188 0.391 7.676
F 4.969 1.084 6.695
H 6.347 -0.479 8.052
H 7.098 -0.946 6.507
H 6.575 1.242 5.522
C -10.583 -2.998 -8.195
C -9.860 -1.907 -8.951
O -10.618 -1.817 -10.145
C -11.892 -2.216 -9.862
O -12.827 -2.035 -10.562
O -11.929 -2.841 -8.660
F -8.585 -2.252 -9.257
H -10.215 -3.985 -8.475
H -10.527 -2.882 -7.117
H -9.854 -0.937 -8.453
*
```

---

No. 7
DFT (wB97M-V/def2-TZVPD) results for a structure of composition C47H40BrCl4GeN4O10S2Ti.

- E: -10924.4098 Eh
- Strongest force on any atom: 1.017 eV Å⁻¹
- Frontier orbital gap (alpha / beta): 3.62 / 3.63 eV
- HOMO level (alpha / beta): -0.2 / -0.2 eV
- Molecular weight: 1227.2 g/mol
- Relative energy (zero: lowest compared OMol25 entry of this formula, charge and spin): 0.0 kcal/mol

```
! RIJCOSX wB97M-V def2-TZVPD def2/J DEFGRID3
* xyz -2 2
Ti 0.912 0.940 1.489
O -0.441 -3.305 5.373
C -1.571 -2.673 5.148
O -2.596 -2.947 5.731
C -1.534 -1.550 4.166
C -2.588 -0.703 3.882
Cl -4.189 -0.690 4.456
N -2.183 0.191 2.948
N -0.913 -0.056 2.594
C -0.512 -1.087 3.310
C 0.939 -1.436 3.212
O 1.399 -2.352 3.877
O 1.607 -0.641 2.453
C -2.906 1.257 2.336
C -2.955 1.322 0.953
C -3.660 2.355 0.357
C -4.303 3.306 1.136
C -4.224 3.241 2.520
C -3.516 2.217 3.129
H 0.313 -2.969 4.796
H -2.418 0.589 0.363
H -3.696 2.427 -0.721
H -4.848 4.113 0.660
H -4.698 3.998 3.131
H -3.419 2.167 4.204
N 2.834 1.108 0.741
S 3.392 0.059 -0.345
C 4.311 1.061 -1.515
C 4.095 2.427 -1.529
C 4.772 3.191 -2.472
C 5.634 2.591 -3.378
C 5.825 1.214 -3.357
C 5.156 0.439 -2.424
C 4.721 -0.783 0.487
C 4.555 -2.144 0.691
C 5.509 -2.834 1.428
C 6.601 -2.157 1.947
C 6.746 -0.788 1.747
C 5.801 -0.089 1.016
H 3.522 1.235 1.486
H 3.394 2.871 -0.829
H 4.611 4.261 -2.497
H 6.156 3.196 -4.110
H 6.493 0.744 -4.068
H 5.295 -0.635 -2.396
H 3.666 -2.645 0.328
H 5.372 -3.890 1.618
H 7.336 -2.693 2.535
H 7.585 -0.258 2.180
H 5.891 0.981 0.877
Cl 4.175 2.115 3.681
Ge 2.496 3.645 3.268
Cl 2.714 4.830 5.217
Cl 0.714 2.203 4.002
C -6.678 -0.188 -1.451
C -5.656 0.618 -2.202
C -4.407 0.085 -2.495
C -3.431 0.848 -3.123
C -3.717 2.163 -3.450
C -4.969 2.711 -3.195
C -5.931 1.933 -2.580
S -2.458 3.195 -4.127
O -1.441 2.342 -4.671
O -3.068 4.205 -4.952
N -1.937 3.992 -2.783
C -0.947 3.331 -1.914
C -0.691 4.218 -0.702
C 0.438 3.615 0.125
O 1.584 3.991 -0.067
O 0.059 2.698 0.964
H -6.445 -1.251 -1.482
H -7.679 -0.039 -1.859
H -6.699 0.117 -0.402
H -4.179 -0.936 -2.219
H -2.454 0.432 -3.340
H -5.168 3.738 -3.472
H -6.907 2.355 -2.367
H -1.662 4.929 -3.061
H -0.015 3.133 -2.448
H -1.350 2.365 -1.600
H -1.599 4.323 -0.107
H -0.357 5.201 -1.042
C 0.702 -3.131 0.500
C 0.765 -4.315 1.213
C -0.358 -4.851 1.935
C -0.284 -6.018 2.660
C 0.894 -6.770 2.742
C 2.009 -6.274 2.057
C 1.960 -5.108 1.328
H -0.215 -2.562 0.440
H 1.576 -2.716 0.008
H -1.295 -4.299 1.910
H -1.170 -6.352 3.195
H 0.946 -7.680 3.328
H 2.949 -6.819 2.103
H 2.856 -4.764 0.816
Br -2.603 -3.702 -5.170
C -1.670 -2.532 -3.991
C -2.019 -2.507 -2.653
C -1.348 -1.640 -1.805
C -0.337 -0.818 -2.290
C 0.008 -0.878 -3.635
C -0.660 -1.732 -4.498
C 0.387 0.149 -1.395
O 1.267 0.865 -1.874
O 0.015 0.148 -0.161
H -2.785 -3.172 -2.276
H -1.587 -1.613 -0.751
H 0.791 -0.224 -3.995
H -0.406 -1.774 -5.548
*
```

---

No. 8
DFT (wB97M-V/def2-TZVPD) results for a structure of composition C4H12N2O.

- E: -344.1613 Eh
- Strongest force on any atom: 4.258 eV Å⁻¹
- Frontier orbital gap: 8.10 eV
- HOMO level: -7.7 eV
- Molecular weight: 104.2 g/mol
- Relative energy (zero: lowest compared OMol25 entry of this formula, charge and spin): 140.4 kcal/mol

```
! RIJCOSX wB97M-V def2-TZVPD def2/J DEFGRID3
* xyz 0 1
C -0.943 1.344 -0.990
C 0.937 1.383 -0.226
O -0.939 0.664 -2.151
H -0.334 1.078 -2.778
H -0.973 2.429 -1.056
H -1.568 0.852 -0.255
H 0.615 1.986 0.623
H 1.336 2.092 -0.953
H 1.860 0.956 0.176
C -0.009 -1.040 1.984
N 0.711 -1.377 -0.767
C -0.736 -1.822 0.927
N -0.426 -1.939 -0.317
H 0.796 -0.107 -0.478
H 0.742 -1.551 -1.768
H -1.579 -2.427 1.242
H -0.298 0.015 1.978
H -0.262 -1.426 2.971
H 1.070 -1.111 1.840
*
```

---

No. 9
DFT (wB97M-V/def2-TZVPD) results for a structure of composition C5H8N.

- E: -249.6299 Eh
- Strongest force on any atom: 4.854 eV Å⁻¹
- Frontier orbital gap: 9.65 eV
- HOMO level: -15.0 eV
- Molecular weight: 82.1 g/mol
- Relative energy (zero: lowest compared OMol25 entry of this formula, charge and spin): 122.5 kcal/mol

```
! RIJCOSX wB97M-V def2-TZVPD def2/J DEFGRID3
* xyz 1 1
C -0.692 2.487 0.186
C -0.535 2.032 -1.048
C 0.249 -0.325 -0.056
C 0.344 -1.477 -0.941
C 0.366 -0.624 1.395
N -0.182 0.768 -0.603
H -0.710 2.619 1.227
H -0.689 2.375 -2.049
H 1.236 -2.085 -1.070
H -0.048 -1.164 -1.910
H -0.349 -2.216 -0.447
H -0.403 -1.461 1.572
H 0.158 0.226 2.054
H 1.254 -1.156 1.689
*
```

---

No. 10
DFT (wB97M-V/def2-TZVPD) results for an isolated molecule of C4H8S.

- E: -555.3473 Eh
- Strongest force on any atom: 1.776 eV Å⁻¹
- Frontier orbital gap: 9.59 eV
- SMILES: CSC1CC1
- HOMO level: -8.5 eV
- Molecular weight: 88.2 g/mol
- Relative energy (zero: lowest compared OMol25 entry of this formula, charge and spin): 14.2 kcal/mol

```
! RIJCOSX wB97M-V def2-TZVPD def2/J DEFGRID3
* xyz 0 1
C 0.902 0.229 1.933
S 0.465 1.262 0.554
C -0.694 0.125 -0.181
C -0.803 0.356 -1.677
C -0.006 -0.800 -1.145
H 0.108 0.199 2.670
H 1.853 0.627 2.354
H 1.079 -0.824 1.695
H -1.579 -0.093 0.388
H -0.251 1.205 -1.960
H -1.721 0.271 -2.173
H -0.433 -1.798 -1.324
H 1.081 -0.760 -1.133
*
```

---

No. 11
DFT (wB97M-V/def2-TZVPD) results for a cluster of 2 separate species, C26H29F3NO2 in total.

- E: -1512.6876 Eh
- Strongest force on any atom: 3.482 eV Å⁻¹
- Frontier orbital gap: 4.83 eV
- HOMO level: -10.5 eV
- Molecular weight: 444.5 g/mol
- Relative energy (zero: lowest compared OMol25 entry of this formula, charge and spin): 49.4 kcal/mol

```
! RIJCOSX wB97M-V def2-TZVPD def2/J DEFGRID3
* xyz 1 1
C 5.894 1.047 2.077
O 4.519 1.152 1.680
C 4.367 1.732 0.479
O 5.306 2.176 -0.151
C 2.934 1.776 -0.013
C 2.552 3.245 -0.244
C 3.109 3.529 -1.634
C 3.175 2.172 -2.357
N 2.977 1.178 -1.326
C 2.969 -0.155 -1.593
C 2.916 -1.135 -0.593
C 3.082 -2.573 -0.911
C 3.811 -2.812 -2.248
C 3.210 -1.975 -3.380
C 3.167 -0.479 -3.050
H 5.876 0.808 3.140
H 6.365 0.239 1.508
H 6.405 1.992 1.880
H 2.303 1.232 0.696
H 1.461 3.324 -0.261
H 2.944 3.912 0.531
H 2.508 4.244 -2.199
H 4.119 3.935 -1.551
H 2.382 2.119 -3.120
H 4.147 2.069 -2.871
H 3.096 -0.771 0.419
H 3.651 -3.057 -0.106
H 2.115 -3.103 -0.942
H 4.865 -2.544 -2.105
H 3.779 -3.874 -2.517
H 3.807 -2.100 -4.291
H 2.191 -2.315 -3.605
H 2.390 0.006 -3.661
H 4.118 -0.028 -3.390
F -2.469 -6.965 2.264
C -2.848 -5.688 1.945
F -3.678 -5.766 0.869
F -3.599 -5.212 2.996
C -1.658 -4.817 1.696
C -1.453 -4.196 0.464
C -0.371 -3.346 0.306
C 0.544 -3.129 1.369
C 1.581 -2.115 1.267
C 2.638 -2.151 2.275
C 3.028 -0.978 2.953
C 3.968 -1.035 3.974
C 4.558 -2.250 4.336
C 4.209 -3.424 3.656
C 3.284 -3.378 2.617
C 0.306 -3.803 2.597
C -0.779 -4.647 2.761
H -2.154 -4.367 -0.350
H -0.232 -2.814 -0.641
H 1.198 -1.166 0.882
H 2.529 -0.033 2.709
H 4.223 -0.117 4.515
H 5.257 -2.293 5.166
H 4.643 -4.379 3.946
H 3.011 -4.292 2.081
H 0.952 -3.606 3.447
H -0.940 -5.129 3.721
*
```